Entry from the Open Molecules 2025 dataset: the ion C4H10NOS with charge -1 at a distorted geometry (ωB97M-V/def2-TZVPD).

Calculated values
Net charge   -1
Orbital gap   5.38 eV
E_LUMO   3.082 eV
E_tot   -18681.162 eV

Geometry as XYZ:
```
17
C4H10NOS ωB97M-V/def2-TZVPD
S 2.1541 -1.1506 1.2405
O -2.2365 -0.4055 -2.2280
N -1.3624 0.1015 -0.1195
C -1.1835 0.1233 -1.6221
C 0.7780 1.2547 0.5503
C -0.2795 0.0880 0.8102
C 0.3887 -1.2518 0.6736
H 0.0584 -2.0145 1.3871
H 0.8521 1.3779 -0.5324
H -1.0791 1.1615 -1.7531
H 1.7428 1.1498 1.0186
H -0.7505 0.1408 1.7966
H -2.3771 0.0531 -0.0263
H 2.9154 -0.8309 0.2132
H 0.3661 2.1527 1.0549
H 0.3705 -1.5543 -0.3647
H -0.3577 -0.3959 -2.0988
```